Formula: CH3FN2O2
Source: OMol25
Level of theory: ωB97M-V/def2-TZVPD

The calculation puts the LUMO energy at 0.8 eV. Its SMILES is NC(=O)N(O)F. The HOMO-LUMO gap comes out at 11.037 eV. Its energy above the lowest of the compared OMol25 structures with the same formula, charge and spin is 3.85 kcal per mole. Its total charge is 0. As for the spin multiplicity: 1.

Geometry as XYZ:
```
9
Properties=species:S:1:pos:R:3:forces:R:3:nbo_charge:R:1
N 1.46906 -0.41612 -0.30230 1.93 1.51 1.06 -0.804
C 0.41122 0.37087 -0.08544 0.01 2.01 1.44 0.716
O 0.51260 1.50620 0.31037 -0.28 0.33 0.04 -0.592
N -0.89868 -0.13736 -0.42204 -0.05 -1.75 0.10 0.171
O -1.97024 0.59053 -0.17789 -1.15 1.19 0.67 -0.495
F -1.06009 -1.37287 0.35418 0.40 0.48 -0.39 -0.300
H 1.30034 -1.32378 -0.56600 -0.11 -2.44 -0.60 0.399
H 2.41185 -0.15057 0.12824 -2.36 -0.46 -1.04 0.429
H -2.17606 0.93309 0.76088 1.61 -0.87 -1.28 0.476
```
Forces are in eV/Å.

---

Formula: C4H8N
Source: OMol25
Level of theory: ωB97M-V/def2-TZVPD

The calculation puts the LUMO energy (alpha / beta) at -5.4 / -5.4 eV. The HOMO-LUMO gap (alpha / beta) comes out at 9.822 / 9.816 eV. Its energy above the lowest of the compared OMol25 structures with the same formula, charge and spin is 125.21 kcal per mole. Its total charge is +1. As for the spin multiplicity: 1.

Geometry as XYZ:
```
13
Properties=species:S:1:pos:R:3:forces:R:3:nbo_charge:R:1
C -1.77957 -0.50328 0.34431 -3.68 -2.46 0.95 -0.514
C -1.19337 0.49908 -0.19590 -0.50 2.87 -2.27 0.080
C 1.19900 -0.09236 0.56410 -1.82 -0.37 1.06 -0.209
C 1.15323 -0.38568 -0.90644 0.23 0.32 -0.30 -0.211
N 0.22787 0.66938 -0.32351 0.65 0.15 -0.43 -0.445
H -2.89690 -0.45725 0.26983 0.98 0.15 0.04 0.276
H -1.58945 -1.50825 0.84425 0.88 1.65 -0.66 0.276
H -2.21531 1.91597 -1.18277 2.15 -2.83 2.04 0.235
H 0.51306 -0.69886 1.31087 1.99 0.86 -1.75 0.265
H 1.94033 0.55361 1.06332 -0.25 -0.52 -0.60 0.267
H 1.85804 -0.10000 -1.73458 -0.35 0.39 1.56 0.275
H 0.63490 -1.25241 -1.26777 -0.56 -0.35 0.42 0.253
H 0.47172 1.62640 -0.53179 0.29 0.14 -0.06 0.452
```
Forces are in eV/Å.

---

Formula: C10H17FNP
Source: OMol25
Level of theory: ωB97M-V/def2-TZVPD

The calculation puts the LUMO energy at 0.0 eV. Its SMILES is C=C/N=C(\[PH2]=C(C)CCC)C(=C)F. The HOMO-LUMO gap comes out at 7.156 eV. Its energy above the lowest of the compared OMol25 structures with the same formula, charge and spin is 41.12 kcal per mole. Its total charge is 0. As for the spin multiplicity: 1.

Geometry as XYZ:
```
30
Properties=species:S:1:pos:R:3:forces:R:3:nbo_charge:R:1
C -3.58118 -2.02185 -1.65527 -0.30 -0.06 -1.04 -0.358
C -2.66601 -1.25693 -1.03933 -1.29 0.93 0.13 -0.073
N -1.59874 -1.92722 -0.49156 1.24 -0.34 0.84 -0.392
C -0.98053 -1.48525 0.53900 -0.97 -1.91 -0.54 -0.066
P -1.09704 0.15998 1.21161 -0.03 0.46 -0.25 0.956
C 0.22237 0.90703 0.39575 -1.39 -0.39 1.83 -0.569
C 0.66825 2.16261 1.02698 1.75 0.10 -1.03 -0.620
C 0.49344 0.91764 -1.03074 -1.06 -3.19 -3.16 -0.419
C 1.89064 0.40980 -1.48435 0.66 -0.87 0.67 -0.385
C 3.00723 1.42056 -1.04925 -1.86 -0.12 -0.05 -0.627
C 0.03093 -2.35644 1.21707 1.70 0.79 -1.48 0.365
C 1.10376 -2.80154 0.54657 -1.01 0.36 0.14 -0.441
F -0.03602 -2.26653 2.54406 0.03 -0.34 0.66 -0.325
H -4.58824 -1.61812 -1.90132 0.99 -0.29 0.00 0.206
H -3.32441 -3.06383 -2.02537 -0.39 1.39 0.97 0.221
H -2.82198 -0.15046 -0.78973 0.01 -1.54 -0.39 0.186
H -2.47075 0.34057 1.67751 -0.56 0.27 -1.45 -0.101
H -0.96990 -0.00797 2.55726 1.62 0.08 0.94 -0.014
H 1.77058 2.08289 1.13158 -0.57 0.70 -0.01 0.215
H 0.27516 2.26812 1.96471 -0.87 0.39 2.73 0.199
H 0.34491 3.04274 0.46207 0.42 0.16 -0.09 0.185
H 0.42446 1.92287 -1.36037 -0.39 1.11 -0.85 0.183
H -0.24850 0.24878 -1.67771 1.16 1.46 1.38 0.206
H 2.01542 -0.64308 -1.01460 0.11 1.66 -1.01 0.201
H 1.92086 0.35729 -2.60011 -0.23 -0.26 0.86 0.204
H 2.42442 2.29710 -0.71267 1.05 0.10 -0.62 0.204
H 3.59300 1.11716 -0.23054 0.43 -0.70 1.44 0.205
H 3.75722 1.61800 -1.78449 0.03 0.44 -0.92 0.210
H 2.06589 -3.13639 0.91689 -0.44 -0.24 0.34 0.225
H 0.98531 -2.68696 -0.52239 0.19 -0.15 -0.05 0.222
```
Forces are in eV/Å.

---

Formula: C28H36Cl3N4O2ReSb2
Source: OMol25
Level of theory: ωB97M-V/def2-TZVPD

The calculation puts the LUMO energy (alpha / beta) at -9.0 / -9.8 eV. The HOMO-LUMO gap (alpha / beta) comes out at 6.948 / 6.068 eV. Its energy above the lowest of the compared OMol25 structures with the same formula, charge and spin is 0.00 kcal per mole. Its total charge is +3. The expectation value of S² is 0.76. As for the spin multiplicity: 2.

Geometry as XYZ:
```
76
Properties=species:S:1:pos:R:3:forces:R:3:mulliken_spin:R:1
Re -0.33981 0.35285 0.00398 -0.45 0.17 0.43 0.960
C -3.92328 1.17623 1.68088 0.02 0.03 0.05 -0.002
Sb -2.26903 -0.10494 2.01858 -0.01 -0.08 0.12 -0.034
C -3.02110 -2.04165 1.62415 -0.02 -0.01 0.02 0.000
C -2.26664 -0.07607 4.16809 0.08 0.02 -0.05 -0.007
C -1.44414 0.98494 4.83474 -0.10 -0.03 -0.11 -0.001
C -2.06858 2.06689 5.44765 0.00 0.00 0.04 0.000
C -1.32471 3.01801 6.13052 -0.02 -0.01 0.03 0.000
C 0.05564 2.89843 6.19502 0.01 -0.02 0.03 0.000
C 0.68551 1.82872 5.57716 -0.01 -0.03 0.04 0.001
C -0.05330 0.86356 4.89929 0.03 0.07 -0.03 0.002
C 0.63084 -0.29878 4.25378 -0.04 -0.05 -0.03 -0.007
Sb 1.23751 0.09021 2.24152 0.18 0.03 0.00 -0.011
C 2.54375 -1.55477 1.95277 -0.03 -0.02 -0.02 -0.005
C 2.60816 1.66292 2.52091 -0.03 0.01 -0.02 -0.005
H -3.78731 2.10499 2.23218 -0.01 0.00 -0.01 0.001
H -4.80011 0.66434 2.07744 0.00 -0.01 0.00 -0.001
H -4.07519 1.37314 0.62458 0.01 0.01 0.00 0.000
H -3.88738 -2.21255 2.26218 0.00 0.01 0.01 -0.001
H -2.26095 -2.78656 1.85438 0.00 -0.01 -0.02 0.001
H -3.32140 -2.11936 0.58211 0.02 0.00 0.00 0.001
H -2.00082 -1.08495 4.48440 -0.02 0.00 0.01 0.000
H -3.32942 0.06110 4.37542 0.00 0.00 0.01 -0.001
H -3.15003 2.14116 5.43305 0.00 0.00 0.00 0.000
H -1.82504 3.83535 6.63306 0.00 0.00 0.00 0.000
H 0.63981 3.62250 6.74719 0.00 0.00 0.00 0.000
H 1.76092 1.71961 5.66136 0.00 0.00 -0.01 0.000
H 0.03544 -1.21043 4.25884 0.06 -0.02 0.03 0.000
H 1.58254 -0.53071 4.73570 0.00 0.03 0.01 0.000
H 3.22848 -1.54763 2.80073 -0.01 0.00 0.01 -0.001
H 3.11879 -1.44833 1.03595 0.00 0.00 0.01 0.000
H 1.99802 -2.49597 1.94668 -0.01 0.00 -0.02 -0.001
H 3.37909 1.27505 3.18694 0.00 0.00 0.00 -0.001
H 2.11109 2.51660 2.97598 0.01 -0.04 0.00 0.001
H 3.04872 1.94417 1.56740 0.00 0.00 0.00 0.000
Cl 4.73357 -3.41077 -3.24771 0.01 -0.01 -0.01 0.000
C 3.77047 -2.22547 -2.47684 -0.01 0.03 0.01 0.000
C 2.54018 -2.58643 -1.94041 -0.02 -0.01 0.00 -0.004
C 1.79683 -1.59411 -1.33693 0.04 0.03 -0.08 0.018
Cl 0.25579 -2.00448 -0.56920 -0.06 -0.07 0.06 -0.007
C 2.20955 -0.27343 -1.22047 0.03 -0.01 -0.04 0.054
O 1.46208 0.67177 -0.59565 0.12 -0.09 -0.01 0.004
C 3.45246 0.05265 -1.76655 -0.04 0.00 0.01 -0.006
Cl 4.00552 1.67799 -1.64407 0.00 0.01 0.00 0.002
C 4.22483 -0.91261 -2.39017 0.01 -0.02 -0.01 -0.001
H 2.19066 -3.60836 -1.99458 0.00 0.00 0.00 0.001
H 5.18707 -0.64415 -2.80503 0.00 0.00 0.00 0.000
C -2.38240 0.05167 -5.62324 0.00 0.02 -0.02 0.000
N -2.05566 0.16020 -4.19921 0.00 -0.02 0.02 0.001
C -3.01984 -0.02012 -3.11808 -0.01 0.01 0.01 0.005
C -2.11683 0.21826 -1.95054 -0.16 -0.05 0.03 0.014
O -2.34446 0.12997 -0.69915 0.09 -0.01 -0.35 0.007
N -0.89800 0.52958 -2.31278 0.25 -0.02 -0.05 0.011
C -0.87226 0.47274 -3.69286 0.01 0.04 -0.04 -0.002
N 0.21991 0.71559 -4.38404 -0.01 0.00 0.01 0.000
H -3.34058 -0.45090 -5.72038 0.00 0.00 0.00 0.000
H -1.63412 -0.55513 -6.13220 0.00 0.00 0.01 0.000
H -2.45047 1.03735 -6.08263 0.00 0.00 0.00 0.000
H -3.44980 -1.02450 -3.10761 0.01 0.00 -0.01 0.001
H -3.83353 0.70903 -3.16318 0.00 -0.01 0.00 0.001
H 1.07774 0.94209 -3.90431 0.00 -0.01 0.00 0.000
H 0.22672 0.70572 -5.39291 0.00 0.00 0.00 0.000
N -0.68033 2.47722 0.04382 0.00 -0.04 -0.03 0.004
C -0.12460 3.35422 1.08014 0.12 0.07 -0.07 0.005
C 1.09652 3.95654 0.82953 -0.06 0.06 -0.05 -0.003
C 1.61204 4.84726 1.76091 -0.02 0.01 0.01 0.002
C 0.91237 5.11214 2.92978 -0.01 -0.01 -0.01 -0.001
C -0.30918 4.49368 3.16663 0.00 0.04 -0.02 0.000
C -0.83946 3.61169 2.23569 0.01 -0.08 0.04 -0.013
H -1.68862 2.62981 -0.01409 0.01 0.07 0.08 0.003
H -0.31126 2.82099 -0.84388 -0.05 -0.04 -0.03 0.011
H 1.63434 3.75136 -0.09051 0.00 0.00 0.00 0.000
H 2.55462 5.34085 1.56639 0.00 0.00 0.00 0.000
H 1.30887 5.81571 3.64907 0.00 0.00 0.00 0.000
H -0.86522 4.71527 4.06564 0.00 0.01 -0.02 0.000
H -1.81256 3.16339 2.40301 0.01 0.01 0.02 0.003
```
Forces are in eV/Å.

---

Formula: C2H5IN4
Source: OMol25
Level of theory: ωB97M-V/def2-TZVPD

The calculation puts the LUMO energy at -0.6 eV. The HOMO-LUMO gap comes out at 7.529 eV. Its energy above the lowest of the compared OMol25 structures with the same formula, charge and spin is 84.03 kcal per mole. Its total charge is 0. As for the spin multiplicity: 1.

Geometry as XYZ:
```
12
Properties=species:S:1:pos:R:3:forces:R:3:nbo_charge:R:1
C 0.36075 -0.15661 0.88162 -5.63 -3.03 -3.70 0.176
C -1.91754 0.04196 0.40556 1.08 -1.63 -0.21 -0.437
N 1.57962 0.10699 1.30388 2.87 0.62 1.03 -0.105
N 0.98627 0.08122 -2.02923 -1.48 3.86 -0.30 -1.127
N -0.70178 0.50148 1.05461 0.75 0.94 0.85 -0.415
N 2.55096 0.52799 0.75374 0.66 0.35 1.24 -0.157
I 2.49070 1.04727 -1.35465 -0.19 -0.69 -0.59 0.953
H 0.18093 -1.14559 0.23224 1.24 1.50 1.52 0.174
H -2.78220 0.48055 0.87223 -0.30 -0.27 0.65 0.209
H -1.93066 -1.17594 0.44691 -0.33 2.86 -0.69 0.175
H -1.90815 0.55556 -0.58483 0.04 -1.15 0.16 0.229
H 1.09109 -0.86490 -1.98208 1.31 -3.35 0.05 0.324
```
Forces are in eV/Å.

---

Formula: C7H19NO3Rb
Source: OMol25
Level of theory: ωB97M-V/def2-TZVPD

The calculation puts the LUMO energy at -3.0 eV. The HOMO-LUMO gap comes out at 9.145 eV. Its total charge is +1. As for the spin multiplicity: 1.

Geometry as XYZ:
```
31
Properties=species:S:1:pos:R:3:forces:R:3:nbo_charge:R:1
Rb 2.90252 0.80911 -0.47228 0.09 0.19 0.03 0.977
C 0.50839 3.66470 -0.39596 -0.20 -1.60 0.00 -0.269
O 1.92743 3.60371 -0.15297 -0.76 0.75 0.08 -0.753
H -0.11132 4.34179 0.19193 0.68 0.71 -0.05 0.195
H 0.36204 3.76279 -1.47163 -0.41 0.20 0.09 0.180
H 0.12659 2.69828 -0.06678 0.03 -0.19 -0.34 0.169
H 2.20209 4.47581 -0.44556 0.74 0.08 0.15 0.482
C -2.51432 -3.67392 -0.96979 0.17 0.99 -0.72 -0.248
O -1.28660 -2.90815 -0.90973 0.47 0.57 -0.58 -0.574
C -0.96441 -1.98991 -2.03344 -0.40 -1.93 0.07 -0.087
C 0.30627 -1.17305 -1.77875 -0.73 0.64 0.08 -0.251
N 0.12431 -0.10554 -0.78951 1.20 -0.70 1.23 -0.685
C -0.22264 -0.64789 0.53253 -0.82 0.20 0.55 -0.261
C -0.02288 0.35858 1.64086 -0.57 -0.05 -0.08 -0.071
O 1.34910 0.56255 1.81190 0.97 0.31 0.60 -0.597
C 1.69005 1.09559 3.09581 0.51 0.43 -0.52 -0.259
H -3.33728 -2.98452 -1.15838 -0.25 0.05 0.21 0.168
H -2.68240 -4.20979 -0.03561 0.38 0.35 0.09 0.206
H -2.56765 -4.41240 -1.76972 0.52 -0.03 -0.22 0.178
H -1.82253 -1.36984 -2.29279 -0.12 0.35 0.39 0.177
H -0.81875 -2.61242 -2.91625 0.18 -0.14 -0.17 0.189
H 0.72573 -0.67525 -2.65302 -0.82 -0.12 -0.71 0.208
H 1.15631 -1.81268 -1.54122 -0.22 -0.29 0.79 0.202
H -0.58071 0.58733 -0.99681 -0.12 -0.22 -0.70 0.372
H 0.32721 -1.54621 0.81321 0.39 0.05 -0.46 0.217
H -1.25735 -0.99060 0.53787 -0.17 0.08 0.13 0.210
H -0.49429 0.01249 2.56069 0.08 -0.32 0.14 0.192
H -0.49204 1.32186 1.44058 -0.27 0.19 -0.26 0.161
H 1.69297 0.30947 3.85088 -0.22 0.16 0.09 0.195
H 1.09129 1.96902 3.35409 -0.57 -0.29 0.15 0.188
H 2.68284 1.53910 3.01983 0.26 -0.40 -0.06 0.188
```
Forces are in eV/Å.